No. 1
C15H60N30O15 | ωB97M-V/def2-TZVPD

```
120
Properties=species:S:1:pos:R:3:forces:R:3
H -4.095306 -0.239942 5.528370 -0.4 -0.3 -0.8
N 0.369584 0.233098 -5.032340 -1.4 0.5 2.5
H -1.234176 0.621258 1.801910 0.0 -0.2 0.2
H 2.415084 -0.909262 -2.673450 0.2 -0.3 0.6
H 2.448344 -0.768432 -5.580120 1.7 -0.6 0.6
O 1.662304 2.597608 1.195930 -1.1 0.1 -1.1
O -0.731306 0.454158 5.375330 -2.5 0.8 0.4
H -5.115796 2.156188 -2.770830 0.2 0.5 0.3
O -5.300496 -0.057362 -1.870850 0.1 -0.3 0.9
H -2.767806 -3.156352 -0.301500 -0.5 -0.2 0.3
N 3.202044 2.357618 2.756580 3.3 -4.2 2.0
C 3.251484 -1.525292 1.474920 1.1 -0.7 1.7
H -0.516396 -2.476972 -0.668380 -0.5 0.3 0.4
H -3.058526 3.015558 4.745940 0.4 0.2 0.0
H 2.316964 -0.506602 -7.351470 0.3 -0.5 -0.2
H 3.570444 0.316588 -2.072630 -0.5 0.0 -0.2
N -3.640376 -2.648222 -0.278390 4.5 0.3 -2.3
N 4.934144 1.022298 -0.073740 2.1 -5.7 6.3
N -2.365076 -1.448242 -3.075780 2.2 2.5 1.8
C 0.058094 -3.750612 3.174260 0.5 -1.9 2.6
N 0.439794 -3.029792 2.163090 2.3 2.8 -4.0
H 0.633174 -0.261712 -1.545470 0.4 0.0 0.1
C 0.734474 0.060408 -6.264960 0.5 -0.4 1.1
H 3.714694 -1.738112 3.412750 0.1 -0.5 0.0
N -0.112656 -3.268422 -1.148690 -2.3 0.9 1.9
H 1.276584 0.227988 6.720290 -0.1 0.0 -0.3
N 0.701184 2.926558 -2.592700 -0.2 -0.6 0.3
N 3.265154 -0.369032 -2.748520 -0.4 -0.4 0.5
H 1.834184 -4.065852 -3.282140 0.3 -1.1 0.1
N 1.939664 -0.513542 -6.414620 0.2 -0.2 -1.3
O -2.462886 -0.634172 2.760310 0.0 0.8 0.3
H -5.166826 -1.086312 4.009490 -1.1 -0.6 -1.0
H 3.962134 -3.141652 2.395740 0.0 0.2 0.6
H 2.942994 4.586988 3.304720 -0.3 -0.1 -0.3
O -1.062076 5.300838 4.050180 2.6 4.6 -0.5
N 0.573694 0.230708 -0.665650 2.1 1.0 -2.5
H -3.172586 4.704018 5.017620 0.0 -0.2 -0.1
N 3.445474 -2.278642 0.445210 0.3 -1.3 -5.4
N 2.358534 4.245668 2.555040 -1.8 6.3 0.3
H 3.336684 1.388618 2.505550 -0.2 0.0 0.2
C 0.352014 0.154148 4.947760 0.3 -0.6 0.2
O 1.046144 -1.978662 -2.649220 -1.0 0.8 -0.6
H 0.235264 5.277588 -3.319650 0.4 -0.2 -0.1
C -1.514626 4.225918 4.066500 -1.5 -1.3 1.3
H 1.516174 -0.467572 3.270580 0.1 0.3 0.7
C 0.685474 -3.060652 -2.148860 1.0 -0.5 0.8
H -1.520996 -1.867272 -2.712410 0.0 0.4 0.0
C 4.756894 1.882158 -0.951880 -0.5 2.0 -3.9
N 1.379324 0.061838 5.729360 3.9 0.1 3.9
H 1.406084 -2.817442 1.959910 -0.2 -0.8 0.4
N -4.659796 2.054878 -1.875330 -0.4 3.5 -1.9
H -4.644736 -2.325142 -5.003880 -0.5 0.4 0.6
H 3.718534 2.720428 3.545060 -0.1 -0.2 -0.3
H -2.507576 0.103338 5.113230 0.6 -0.1 0.2
H 4.317314 -2.788512 0.450360 -0.3 -0.2 -0.3
N -5.627406 -2.109322 0.342550 -1.8 2.1 0.0
N -4.229356 -1.788952 -4.255510 -0.3 1.0 -0.3
H -0.109756 -0.152162 3.081150 0.1 -0.3 0.2
C 3.976834 -0.533482 -3.892360 -0.2 1.5 2.7
H -1.826486 -2.996812 2.821860 0.0 -0.1 0.2
H 4.162864 0.803848 0.540680 0.4 -0.3 0.2
H 1.045304 1.977198 -2.612360 -0.9 -0.1 0.6
H -1.638796 -4.184372 4.101660 -0.2 0.3 -0.2
O 0.138754 0.491168 -7.216900 -0.9 1.2 -2.9
O 3.865004 -1.480522 -4.627620 -1.5 -2.4 -2.5
H -0.148616 -2.328162 1.736950 -0.4 -0.1 0.3
O 0.799444 -4.503542 3.827270 -0.5 0.7 -0.6
C -4.670656 -3.052492 0.402950 -1.8 2.2 -0.1
H -0.187686 3.228118 3.117370 -0.1 -0.7 -0.3
C -3.132386 -2.301752 -3.696200 -0.9 -3.5 -1.8
N -2.676046 3.936818 4.587550 -5.3 1.0 2.4
H 1.826894 5.325728 -4.077430 -0.4 1.0 0.1
H 3.273994 -1.800322 -0.427660 -0.1 -0.3 -0.4
H 0.602484 -0.417352 -4.295620 0.1 -0.1 0.3
O 2.685044 -0.472312 1.508560 -1.4 2.9 0.2
H 3.267434 2.963578 -1.701940 0.3 -0.1 -0.1
H 5.799054 0.507698 0.011160 -0.2 0.2 -0.1
H -4.035686 2.731938 -1.460380 -0.4 0.2 -0.7
H 2.307574 -0.181872 5.414620 -0.4 0.0 0.0
N 1.240724 -4.200562 -2.476070 2.2 -1.1 -2.7
N -1.007866 3.092328 3.690930 3.1 -2.9 -2.5
H -0.178766 3.333768 -2.309930 0.1 -1.0 0.2
N 4.794854 0.451878 -4.112820 1.6 1.3 -1.5
O -2.845656 -3.486232 -3.787790 0.4 -0.6 0.0
H 1.090664 1.054918 -0.394520 0.4 -0.2 -0.7
O 2.685784 3.240618 -3.568980 -1.1 1.1 0.1
H 4.908284 1.195548 -3.438880 0.4 0.5 0.0
H -4.562446 -0.986552 -3.740440 -1.0 0.0 -0.7
N -0.388696 0.664398 1.251090 -0.8 1.4 1.2
C 1.582974 3.719518 -3.213860 1.5 -3.9 0.0
H -3.541936 -1.762802 -0.754250 -0.4 -0.3 0.0
C -0.408056 -0.039972 0.131430 -0.7 -0.6 2.2
C 2.344714 3.061088 2.107750 0.0 -2.0 -0.9
H 0.364554 1.307478 1.449000 -0.2 0.2 0.0
O -4.783606 -3.989772 1.099680 0.2 -4.1 2.2
C -3.436336 -0.568532 3.538660 0.5 -1.4 -2.1
H -0.289666 -4.220962 -0.863300 -0.2 0.5 0.2
H -6.590156 -2.286762 0.590990 0.4 -0.2 0.0
H 5.248044 0.438698 -5.015340 0.4 0.2 0.5
N 0.662454 -0.186422 3.731240 -1.4 -0.4 -4.3
N 3.559654 2.346348 -0.957810 -5.2 2.5 0.1
H 1.114914 -5.066412 -1.971510 0.2 0.3 -0.5
N 1.174134 4.919708 -3.422340 0.5 3.9 -1.5
C -4.715996 0.885688 -1.325460 0.4 -1.7 -0.7
N -3.893826 0.827918 -0.274500 0.3 -2.0 2.0
N -1.236296 -3.558542 3.418710 -1.8 -0.8 1.2
H -4.709736 -1.525562 2.336630 -0.6 -0.1 0.2
N 3.811814 -2.147822 2.494710 0.7 -0.2 3.4
H -1.767806 2.495788 3.396430 1.0 -0.7 -0.4
N -3.392826 -0.271392 4.803370 2.0 1.9 3.3
H -3.592976 1.618448 0.277460 -0.3 -0.2 -0.2
O -1.201066 -0.951282 -0.001660 -1.5 -1.7 -1.2
N -4.655286 -0.932432 3.152310 -1.2 0.0 -0.1
O 5.479534 2.104988 -1.880460 3.3 0.8 -2.5
H -5.433106 -1.326402 -0.265220 -0.9 -0.2 -0.3
H -3.947586 -0.054912 0.213170 0.5 0.3 0.5
H 1.770904 4.905908 2.066300 0.1 0.3 0.4
H -2.337186 -0.511112 -3.451430 0.1 -0.1 0.4
H -0.409926 0.863658 -4.910430 -0.1 -0.3 0.2
H 2.874834 2.136408 -0.245740 0.1 0.3 0.2
```
Positions in Å, forces in eV/Å.

## Properties
Orbital gap (spin up / spin down) = 8.58 / 2.87 eV
Net charge = +1
<S²> = 0.777
Multiplicity = 2



No. 2
C15H7CuN2O6 | ωB97M-V/def2-TZVPD

```
31
Properties=species:S:1:pos:R:3:forces:R:3
C -1.840694 0.916734 -4.146463 0.0 0.0 0.0
O 0.093432 -2.332972 2.280267 0.0 0.0 0.0
O 4.173398 3.079840 4.556871 -0.1 -0.1 0.0
C -1.660179 0.103591 -3.047871 0.1 0.1 0.1
O 1.106769 -2.571104 4.270740 -0.1 0.0 0.0
C -2.266533 -1.126093 -2.945857 0.0 -0.1 0.1
C 3.766052 1.939125 4.875984 0.1 0.0 0.1
N -0.995604 -0.820378 -0.993466 0.0 0.0 0.0
H -3.924088 -1.148668 -5.865170 0.0 0.0 0.0
O -2.201640 -2.804857 -1.222417 0.0 0.0 0.1
H 2.908415 2.914498 2.499022 0.0 0.0 0.0
C 1.661196 1.319373 1.752720 0.0 0.0 -0.1
N 1.145756 0.101902 1.946413 0.0 0.0 0.1
C -1.834606 -1.716101 -1.614592 0.0 0.0 -0.2
C -0.844480 0.291107 -1.784146 -0.1 0.0 -0.2
O -0.181051 1.287155 -1.563284 0.0 0.0 0.1
Cu -0.112078 -0.998745 0.732715 -0.1 -0.1 0.0
H -2.841029 1.045789 -6.044797 0.0 0.0 0.0
C 2.497910 1.928894 2.668221 0.0 -0.1 0.0
C -3.089412 -1.613568 -3.939234 0.0 0.0 0.0
H 1.378797 1.800688 0.822444 0.0 0.0 0.0
C 2.828346 1.263558 3.844754 0.0 0.0 0.0
H -3.558821 -2.584557 -3.842176 0.0 0.0 0.0
H 2.511545 -0.562097 4.934023 0.0 0.0 0.0
C 1.454019 -0.550918 3.073322 0.0 0.0 0.1
C 2.288110 -0.001995 4.038631 0.0 0.0 0.0
C -3.285061 -0.806193 -5.059267 0.0 0.0 0.0
C -2.669811 0.440886 -5.161789 0.0 0.0 0.0
O 4.016534 1.273525 5.899825 -0.1 0.0 0.0
H -1.353727 1.881870 -4.207192 0.0 0.0 0.0
C 0.828534 -1.950285 3.241769 0.2 0.1 0.0
```
Positions in Å, forces in eV/Å.

## Properties
Orbital gap = 6.50 eV
Net charge = -2



No. 3
C15H8Br3N3OPtSSe4 | ωB97M-V/def2-TZVPD

```
36
Properties=species:S:1:pos:R:3:forces:R:3
H -3.264921 -3.571197 3.333282 0.0 0.0 0.0
Se 2.263821 -1.163397 0.970800 0.1 0.3 -0.5
C 3.494494 0.607245 -3.279941 0.0 0.0 0.0
C 2.320360 -0.058514 -3.586351 0.0 0.1 0.0
N -0.930358 2.615390 -2.687776 0.0 0.0 0.0
C -0.846878 -2.727979 -0.522149 0.2 0.2 0.0
N 1.376254 0.588782 -1.504715 0.4 -0.4 0.3
Pt 0.175916 -0.161570 0.035395 0.1 -0.6 -0.1
Br -3.838973 -5.674903 1.624387 0.0 0.0 0.0
C 1.280019 -0.048590 -2.682299 -0.2 0.3 -0.1
C -1.244611 -0.963327 2.581297 0.0 0.0 0.1
C -2.586977 -2.936311 2.779353 0.0 -0.1 0.0
H 0.342546 -0.541373 -2.886002 0.0 -0.1 0.1
C 3.567110 1.288537 -2.079686 -0.1 0.0 -0.1
H -2.348829 -1.503746 4.341507 0.0 0.0 0.0
C -2.093363 -1.794750 3.333448 0.1 0.0 0.0
H 4.336845 0.599574 -3.957971 0.0 0.0 0.0
C -1.337845 -2.449504 0.780751 0.0 0.1 0.1
Br -0.720565 -4.289613 -2.864168 0.0 0.0 0.0
O 0.024938 -1.911290 -1.061707 -0.1 -0.1 -0.2
Br 5.118614 2.224422 -1.588978 0.0 0.0 0.0
Se 0.356289 1.983762 1.163484 0.0 0.2 -0.3
H -2.569721 -5.612178 -1.004400 0.0 0.0 0.0
C -2.215953 -3.306179 1.464592 0.0 0.0 0.1
Se 2.308843 -0.518956 3.167984 -0.3 0.2 0.4
N -0.893054 -1.279079 1.358215 -0.2 0.2 -0.2
C -2.653496 -4.466550 0.784546 0.0 0.0 0.0
C -1.319535 1.806533 -1.961055 -0.2 -0.2 0.2
S -1.890076 0.619791 -0.893949 0.1 0.2 -0.3
Se 1.115956 1.558779 3.282032 0.3 -0.2 0.5
H -0.860065 -0.035305 2.982410 0.0 0.0 0.0
H 2.205857 -0.588268 -4.520440 0.0 0.0 0.0
C 2.499914 1.257593 -1.206005 -0.1 0.1 -0.1
C -1.322805 -3.868477 -1.132510 0.0 -0.2 0.0
C -2.221715 -4.731142 -0.484287 0.0 0.1 0.0
H 2.520348 1.787014 -0.265904 0.0 -0.1 0.1
```
Positions in Å, forces in eV/Å.

## Properties
Orbital gap = 6.09 eV



No. 4
C15H8Cl3NO8P2Sr | ωB97M-V/def2-TZVPD

```
38
Properties=species:S:1:pos:R:3:forces:R:3
Cl -1.858376 -1.932291 -0.758793 0.0 0.0 0.0
C 0.037821 -2.450205 1.089161 0.0 0.0 0.0
C -0.106921 -4.480935 2.502921 0.0 0.0 0.0
C -0.878064 1.737232 1.710295 0.0 -0.1 0.0
C -2.765161 3.994968 7.946093 0.0 0.0 0.0
O 0.227705 -0.427951 -5.117238 0.0 0.0 0.0
C -1.602758 2.595338 4.106219 0.0 0.0 0.0
O 0.620675 -1.387892 0.727072 0.0 0.0 0.0
P 0.187480 0.199525 -3.625527 0.1 0.0 0.0
H -3.611810 1.861986 3.968772 0.0 0.0 0.0
O -1.210127 0.350406 -3.142576 0.0 0.0 0.0
H 0.324879 -5.091067 3.284092 0.0 0.0 0.0
H -2.770147 -4.339806 0.414926 0.0 0.0 0.0
H 0.309436 3.438712 4.579945 0.0 0.0 0.0
Cl -2.113786 -6.315592 2.395348 0.0 0.0 0.0
C -2.906327 2.388706 4.596728 0.0 0.0 0.0
C 0.529253 -3.322220 2.103859 0.0 0.0 0.0
O 0.835662 1.675883 -3.921115 0.0 0.0 0.1
H -4.292754 2.672145 6.201642 0.0 0.0 0.0
C -0.696673 3.276871 4.941845 0.0 0.0 0.0
O 1.573970 4.015688 -3.478581 0.0 0.0 0.0
N -3.082891 4.380383 8.984747 0.0 0.0 0.0
P 1.166004 2.676631 -2.664070 0.0 0.0 -0.1
Sr 0.126593 0.642696 -0.568651 0.0 0.0 0.0
O 2.317304 2.156855 -1.882620 0.0 0.0 0.0
C -1.295367 -4.845123 1.895864 0.0 0.0 0.0
H -0.359942 4.253054 6.815524 0.0 0.0 0.0
C -1.187680 -2.907300 0.517073 0.0 0.0 0.0
C -1.843383 -4.058822 0.895610 0.0 0.0 0.0
O 1.125586 -0.552185 -2.731160 0.0 0.1 0.0
C -2.371931 3.519320 6.653821 0.0 0.0 0.0
C -3.285219 2.840456 5.842536 0.0 0.0 0.0
C -1.216608 2.136547 2.823780 0.0 0.0 0.0
Cl 2.026104 -2.884741 2.879930 0.0 0.0 0.0
H 1.063613 -0.899363 -5.199792 0.0 0.0 0.0
O -0.107371 2.903566 -1.906523 0.0 0.0 0.0
H 0.760734 4.505907 -3.640883 0.0 0.0 0.0
C -1.070994 3.730260 6.188203 0.0 0.0 0.0
```
Positions in Å, forces in eV/Å.

## Properties
Orbital gap = 6.91 eV
Net charge = -2